[1]
Computed, not measured: a cluster of 2 separate species, C3H5N3O3 in total in a non-equilibrium geometry, with the ωB97M-V functional and the def2-TZVPD basis.

Output
**Spin multiplicity**: 1
**Energy above the lowest of the compared OMol25 structures with the same formula, charge and spin**: 769.6 kJ/mol

The geometry in XYZ format:
```
14
Properties=species:S:1:pos:R:3:forces:R:3
C -0.022540 -0.378437 -0.135849 -5.20 -1.80 -0.17
C 1.985517 -0.373826 0.573247 1.79 0.99 0.07
C 1.657380 0.903693 -0.269634 0.90 1.06 0.35
N 0.732022 -1.092460 0.502518 -0.25 -2.05 0.67
N -1.966191 -0.779510 -0.515523 5.00 -1.43 -0.53
N -2.890867 -0.058410 0.103173 1.79 0.06 -1.87
O -2.524553 0.832427 0.803703 0.33 1.29 1.87
O -3.991421 -0.295916 -0.277624 -3.17 -0.50 0.04
O 0.235532 0.767155 -0.615570 0.68 1.80 -1.08
H 2.920803 -0.994225 0.207830 -2.05 1.24 0.80
H 2.141853 0.055594 1.612483 0.07 -1.29 -0.97
H 1.800141 1.812780 0.315269 -0.56 -0.09 0.27
H 2.246471 1.139995 -1.140231 -0.06 -0.67 -0.76
H -2.324147 -1.538858 -1.163792 0.71 1.39 1.33
```
Positions in Å, forces in eV/Å.


[2]
Computed, not measured: a structure of composition H14NaO7, with the ωB97M-V functional and the def2-TZVPD basis.

Output
**Charge**: +1
**Spin multiplicity**: 1
**Energy above the lowest of the compared OMol25 structures with the same formula, charge and spin**: 61.2 kJ/mol

The geometry in XYZ format:
```
22
Properties=species:S:1:pos:R:3:forces:R:3
Na -0.073656 -0.286249 -0.124853 0.15 -0.44 0.20
O -1.292856 2.082351 -0.560143 0.25 0.02 -0.07
H -1.794566 2.497621 -1.261623 -0.38 0.24 -0.26
H -1.179296 2.771681 0.094197 0.00 0.21 0.40
O 0.101914 -1.241079 2.213457 0.09 0.14 -0.32
H 0.992714 -1.197379 2.561027 0.26 0.00 0.12
H -0.451766 -1.354989 2.985917 -0.31 -0.09 0.12
O 2.374244 -0.894029 -0.658673 -0.46 0.19 0.01
H 2.855774 -0.370759 -0.017943 0.29 0.27 0.17
H 2.550824 -1.801099 -0.409113 0.15 -0.23 -0.04
O 0.005504 -2.780989 -0.380843 -0.15 0.44 0.01
H 0.824544 -3.234669 -0.181913 0.07 -0.25 0.17
H -0.160896 -2.979139 -1.302403 -0.14 -0.21 -0.34
O -2.669246 -0.198209 0.203867 0.32 -0.49 -0.05
H -2.340436 0.574861 -0.254903 -0.18 0.46 -0.07
H -3.435476 0.115551 0.684157 -0.22 -0.08 0.19
O 1.270984 1.431821 1.415247 -0.19 -0.24 -0.42
H 1.456334 1.747521 2.299677 0.00 0.01 0.35
H 1.382704 2.201561 0.857347 0.23 0.29 -0.18
O 0.022194 0.696311 -2.495873 -0.04 -0.20 0.23
H -0.146406 0.659451 -3.437383 0.10 -0.24 -0.32
H -0.293126 1.559861 -2.229223 0.14 0.21 0.09
```
Positions in Å, forces in eV/Å.


[3]
Computed, not measured: the molecule C17H20N2O5, with the ωB97M-V functional and the def2-TZVPD basis.

Output
**SMILES**: CCOC(=O)CN1C(=O)C(=O)N(Cc2c(C)cc(C)cc2C)C1=O
**Spin multiplicity**: 1
**Energy above the lowest of the compared OMol25 structures with the same formula, charge and spin**: 19.8 kJ/mol

The geometry in XYZ format:
```
44
Properties=species:S:1:pos:R:3:forces:R:3
C 4.064917 -2.116987 -6.135052 -0.31 0.08 0.34
C 2.924569 -1.359817 -5.483723 0.05 0.27 -0.45
O 2.671964 -1.946241 -4.197847 0.29 -0.36 0.04
C 1.744838 -1.366280 -3.455399 -0.24 0.01 0.36
O 1.103816 -0.399668 -3.765415 -0.01 0.04 -0.09
C 1.579757 -2.090722 -2.116638 -0.03 0.19 -0.17
N 0.611457 -1.386403 -1.318148 0.30 -0.14 0.02
C -0.743788 -1.613713 -1.361239 -0.02 -0.49 -0.15
O -1.291336 -2.546442 -1.877846 -0.07 0.23 0.06
C -1.356712 -0.432871 -0.590123 -0.41 0.13 0.07
O -2.514070 -0.220124 -0.358769 0.14 -0.12 -0.11
N -0.285463 0.344826 -0.233783 0.08 0.25 0.04
C -0.369354 1.589577 0.519362 -0.10 0.12 0.13
C -0.994247 1.382102 1.877007 -0.01 0.01 0.13
C -2.250948 1.922957 2.169717 0.03 -0.02 0.08
C -3.037877 2.699964 1.156420 -0.01 -0.01 -0.02
C -2.795731 1.722619 3.428599 0.11 -0.06 0.01
C -2.133321 0.994644 4.405883 0.05 0.01 -0.06
C -2.759291 0.783376 5.750405 -0.03 -0.02 -0.03
C -0.894779 0.459301 4.096384 -0.10 0.05 -0.04
C -0.315660 0.640210 2.847609 -0.06 0.07 0.02
C 1.018538 0.008370 2.579126 -0.01 0.02 -0.01
C 0.908928 -0.172447 -0.700970 0.05 -0.18 -0.08
O 2.000787 0.305313 -0.581319 0.18 0.06 -0.04
H 4.959028 -2.048875 -5.521659 0.12 0.00 0.01
H 3.801219 -3.164497 -6.250980 0.02 -0.11 -0.06
H 4.271189 -1.691872 -7.112710 0.03 0.03 -0.10
H 2.008520 -1.421389 -6.080740 0.11 0.05 0.12
H 3.171120 -0.302273 -5.342642 -0.08 -0.15 -0.02
H 2.539875 -2.117601 -1.596765 -0.12 -0.06 -0.08
H 1.217825 -3.106310 -2.291823 0.08 0.10 0.04
H -0.949095 2.300482 -0.069715 0.13 -0.03 0.04
H 0.656705 1.956704 0.607530 -0.15 -0.02 -0.09
H -2.499111 3.588636 0.828858 -0.03 0.07 -0.08
H -3.984550 3.018880 1.584407 -0.05 0.05 0.00
H -3.249797 2.075102 0.290318 -0.02 0.04 -0.10
H -3.766587 2.140205 3.654350 -0.13 0.07 0.00
H -2.036829 0.387482 6.459617 0.01 -0.02 0.09
H -3.584889 0.076300 5.669964 -0.06 -0.04 0.08
H -3.158683 1.718396 6.138648 -0.03 0.03 0.09
H -0.363501 -0.115197 4.842215 0.08 -0.05 0.10
H 1.686644 0.673077 2.036200 0.09 -0.01 -0.05
H 1.496722 -0.269737 3.515347 0.05 -0.03 0.01
H 0.897202 -0.899059 1.985338 0.09 -0.07 -0.04
```
Positions in Å, forces in eV/Å.


[4]
Computed, not measured: a cluster of 2 separate species, C6H15NO in total in a non-equilibrium geometry, with the ωB97M-V functional and the def2-TZVPD basis.

Output
**SMILES**: C/C=C(\C)CCN.O
**Spin multiplicity**: 1
**Energy above the lowest of the compared OMol25 structures with the same formula, charge and spin**: 208.5 kJ/mol

The geometry in XYZ format:
```
23
Properties=species:S:1:pos:R:3:forces:R:3
C -0.962958 -2.174330 -0.792503 -0.32 0.00 1.06
C -0.926669 -0.712404 -0.501500 1.29 0.37 -0.02
C 0.189280 0.025005 -0.610146 -0.65 0.86 -1.31
C 1.575552 -0.489461 -0.743393 1.16 -1.16 0.96
C 0.026263 1.530227 -0.859629 -1.41 -0.03 1.57
C -0.155842 2.280606 0.506023 0.66 1.15 -0.98
N -1.193712 3.339055 0.453075 -0.16 -0.45 -0.10
H -1.154008 -2.245350 -1.863871 -0.25 -0.55 0.08
H -0.037238 -2.689830 -0.556199 0.30 0.07 -0.15
H -1.728442 -2.647313 -0.163712 -0.10 -0.16 -0.61
H -1.867661 -0.203015 -0.323689 -0.10 0.02 -0.35
H 1.817448 -1.078860 -1.633405 -0.23 0.44 -0.30
H 2.321544 0.292892 -0.594568 -0.14 0.18 -0.46
H 1.857448 -1.197298 0.058428 -0.47 0.08 -0.05
H 0.768584 2.012755 -1.481942 0.52 -0.30 0.02
H -0.919398 1.668283 -1.399230 0.11 -0.10 0.02
H -0.355546 1.538760 1.267379 -0.04 0.06 0.30
H 0.767418 2.845959 0.721820 -0.06 -0.70 0.27
H -1.964257 3.118090 1.065627 -0.04 -0.03 0.29
H -1.609485 3.317966 -0.466634 -0.05 0.21 -0.21
O 1.402287 -3.155223 2.696177 0.27 -0.11 0.13
H 1.506192 -2.291119 3.104285 -0.07 0.03 -0.04
H 0.643207 -3.085402 2.117604 -0.21 0.11 -0.12
```
Positions in Å, forces in eV/Å.


[5]
Computed, not measured: a cluster of 3 separate species, C15H38BrFN4O2S in total, with the ωB97M-V functional and the def2-TZVPD basis.

Output
**SMILES**: C[C@H](Br)CN(N)S(=O)(=O)F.CCN(CC)CC.CCN(CC)CC
**Spin multiplicity**: 1

The geometry in XYZ format:
```
62
Properties=species:S:1:pos:R:3:forces:R:3
C -3.065556 -0.309486 3.196833 0.00 -0.05 0.01
C -3.512807 -1.017607 1.936038 0.08 0.12 -0.07
Br -4.579519 -2.591165 2.370438 -0.05 -0.07 0.03
C -2.358452 -1.513743 1.074217 0.08 -0.03 -0.01
N -1.415304 -0.430050 0.747685 0.09 0.07 -0.08
N -0.027256 -0.738045 0.850888 -0.01 0.23 0.08
S -1.575097 0.349304 -0.711836 -0.08 -0.17 0.21
O -1.187104 1.701333 -0.549740 0.05 -0.07 -0.09
O -1.144961 -0.425618 -1.817337 -0.10 -0.01 -0.06
F -3.145796 0.320632 -0.726350 0.02 0.11 -0.06
H -3.914258 -0.106876 3.846461 -0.01 0.03 -0.01
H -2.593644 0.637620 2.933627 0.02 0.00 -0.01
H -2.347886 -0.917121 3.750808 -0.01 -0.02 0.01
H -4.173274 -0.385913 1.349611 -0.04 -0.01 0.02
H -2.724654 -2.016252 0.177339 -0.03 0.00 -0.01
H -1.790158 -2.246953 1.647888 -0.01 0.00 0.02
H 0.089263 -1.725340 1.034299 0.12 -0.01 -0.12
H 0.383097 -0.183706 1.591313 -0.11 -0.12 0.14
C 3.031139 -5.115943 0.458650 0.01 -0.01 0.01
C 2.838496 -5.632023 -0.958643 0.00 -0.02 -0.02
N 1.450031 -5.918429 -1.273317 0.02 0.02 -0.01
C 1.276120 -6.689234 -2.493417 -0.03 -0.02 0.01
C 1.685600 -6.036443 -3.817987 0.00 -0.01 0.00
C 0.519614 -4.817732 -1.077925 -0.03 0.02 0.01
C 0.810057 -3.494840 -1.795865 -0.01 0.00 0.05
H 2.574030 -5.793875 1.180825 -0.01 0.00 0.00
H 4.095426 -5.036026 0.682424 0.00 0.00 0.01
H 2.595607 -4.124490 0.593659 0.00 0.00 0.00
H 3.385230 -6.572472 -1.071169 0.02 0.01 0.00
H 3.304487 -4.921832 -1.660122 -0.01 0.00 0.00
H 0.224370 -6.982911 -2.547854 0.01 -0.01 -0.01
H 1.847427 -7.614146 -2.369313 0.01 0.01 0.00
H 0.994799 -5.249702 -4.118624 0.00 0.01 0.01
H 1.695989 -6.787577 -4.609879 -0.01 0.01 -0.01
H 2.685831 -5.604769 -3.761422 0.01 -0.01 0.00
H 0.459253 -4.622749 -0.002398 0.02 0.00 0.01
H -0.470108 -5.181890 -1.365130 0.00 0.01 0.00
H 1.858382 -3.206403 -1.700175 0.00 0.00 0.02
H 0.216142 -2.692793 -1.355006 -0.03 0.03 -0.07
H 0.569215 -3.531017 -2.856836 0.03 -0.01 0.00
C -0.214630 4.877400 -1.672726 -0.01 -0.01 -0.03
C 0.105933 6.042409 -0.751069 -0.01 0.00 0.03
N -0.684013 6.027224 0.469046 0.04 0.01 -0.01
C -0.586909 7.251643 1.242749 -0.03 0.00 0.01
C 0.770022 7.604652 1.863454 0.00 0.01 0.00
C -0.661974 4.784523 1.225468 -0.02 0.00 0.02
C 0.704262 4.243234 1.664597 0.00 0.00 0.00
H -1.286411 4.823790 -1.869023 0.00 0.01 0.00
H 0.307075 4.994864 -2.623433 -0.01 0.03 0.00
H 0.094049 3.923067 -1.247184 -0.01 -0.01 -0.01
H -0.123035 6.983919 -1.258891 0.02 0.00 -0.02
H 1.192088 6.054493 -0.562029 0.00 -0.01 0.02
H -1.339783 7.201063 2.034416 0.00 0.02 0.00
H -0.889242 8.070570 0.582691 0.01 0.00 -0.01
H 1.016224 6.958400 2.705381 0.00 -0.01 -0.01
H 0.751352 8.632601 2.230601 0.00 0.00 0.01
H 1.576706 7.530711 1.132843 0.00 0.01 0.00
H -1.154647 4.016268 0.627690 0.01 0.00 -0.02
H -1.294844 4.937448 2.104008 0.01 -0.02 0.01
H 1.418564 4.252432 0.839547 -0.01 -0.02 -0.01
H 0.598490 3.206079 1.990717 0.00 0.00 0.01
H 1.136953 4.809496 2.488493 0.01 0.01 -0.02
```
Positions in Å, forces in eV/Å.


[6]
Computed, not measured: the molecule C3H6O in a non-equilibrium geometry, with the ωB97M-V functional and the def2-TZVPD basis.

Output
**SMILES**: C=COC
**Spin multiplicity**: 1
**Energy above the lowest of the compared OMol25 structures with the same formula, charge and spin**: 143.7 kJ/mol

The geometry in XYZ format:
```
10
Properties=species:S:1:pos:R:3:forces:R:3
C 1.889734 -0.048192 0.034151 -1.87 0.78 -0.30
C 0.596008 0.318519 -0.035609 1.23 1.27 0.36
O -0.447387 -0.527536 -0.036121 -0.49 -0.21 0.08
C -1.722960 0.110613 0.043414 0.05 1.27 -1.58
H 2.680192 0.671656 0.021520 0.10 0.34 -0.01
H 2.128917 -1.071261 0.032535 0.38 -1.17 0.11
H 0.275475 1.391729 -0.055205 0.61 -0.89 -0.02
H -2.160430 0.020214 1.050460 0.09 -0.13 -0.51
H -1.558217 1.221177 -0.216970 -0.59 -1.51 0.57
H -2.363533 -0.298864 -0.795110 0.50 0.24 1.29
```
Positions in Å, forces in eV/Å.


Number 1: E_tot -507.0547 hartree. Number 2: E_tot -697.2404 hartree. Number 3: E_tot -1145.6055 hartree. Number 4: E_tot -367.5519 hartree. Number 5: E_tot -4035.8232 hartree. Number 6: E_tot -193.0885 hartree.